{
  "formula": "C25H46NO7S",
  "method": "ωB97M-V/def2-TZVPD",
  "energy_ev": -53321.13262,
  "total_charge": 1,
  "symbols": ["C", "C", "N", "S", "C", "C", "C", "C", "C", "C", "C", "C", "O", "C", "C", "C", "C", "C", "C", "C", "C", "C", "H", "H", "H", "H", "H", "H", "H", "H", "H", "H", "H", "H", "H", "H", "H", "H", "H", "H", "H", "H", "H", "H", "H", "H", "H", "H", "H", "H", "H", "H", "H", "H", "H", "H", "C", "O", "C", "O", "O", "C", "H", "H", "H", "H", "H", "H", "C", "O", "C", "O", "O", "C", "H", "H", "H", "H", "H", "H"],
  "coordinates": [[0.814, -3.300, 2.650], [-0.652, -3.120, 2.211], [-0.838, -2.009, 1.203], [0.512, -2.219, 0.033], [-2.119, -2.163, 0.407], [-3.326, -2.655, 1.230], [-4.614, -2.375, 0.406], [-5.586, -1.363, 1.049], [-4.908, -0.240, 1.849], [-5.962, 0.844, 2.191], [-6.079, 1.922, 1.078], [-5.351, 3.224, 1.469], [-4.038, 3.203, 0.904], [-3.009, 3.160, 1.882], [-0.852, -0.628, 1.863], [-0.147, 0.464, 1.095], [-0.603, 0.965, -0.102], [0.136, 1.929, -0.728], [1.301, 2.421, -0.201], [1.745, 1.944, 1.013], [3.012, 2.416, 1.709], [1.001, 0.964, 1.644], [0.763, -3.739, 3.652], [1.340, -4.028, 2.036], [1.351, -2.355, 2.756], [-0.928, -4.028, 1.671], [-1.316, -2.989, 3.063], [-0.066, -1.853, -1.130], [-2.414, -1.233, -0.077], [-1.933, -2.907, -0.370], [-3.241, -3.741, 1.327], [-3.346, -2.262, 2.247], [-4.318, -2.047, -0.597], [-5.136, -3.326, 0.275], [-6.126, -0.879, 0.223], [-6.354, -1.867, 1.640], [-4.613, -0.670, 2.816], [-4.031, 0.189, 1.349], [-6.922, 0.315, 2.218], [-5.810, 1.261, 3.189], [-5.672, 1.508, 0.152], [-7.144, 2.120, 0.919], [-5.358, 3.383, 2.550], [-5.909, 4.042, 0.998], [-3.238, 3.770, 2.761], [-2.834, 2.118, 2.199], [-2.101, 3.544, 1.410], [-0.332, -0.754, 2.816], [-1.874, -0.342, 2.128], [-1.516, 0.568, -0.531], [-0.221, 2.299, -1.685], [1.871, 3.183, -0.722], [3.511, 1.550, 2.150], [2.767, 3.122, 2.506], [3.662, 2.864, 0.954], [1.359, 0.560, 2.589], [5.273, 3.550, -3.445], [5.437, 3.688, -2.032], [6.666, 4.047, -1.649], [7.606, 4.245, -2.369], [6.651, 4.141, -0.319], [7.904, 4.506, 0.266], [4.240, 3.257, -3.617], [5.460, 4.497, -3.948], [5.931, 2.775, -3.835], [8.219, 5.488, -0.083], [8.664, 3.760, 0.044], [7.752, 4.546, 1.341], [4.117, -5.577, -5.785], [4.116, -4.781, -4.594], [2.993, -4.105, -4.388], [2.018, -4.107, -5.091], [3.128, -3.410, -3.249], [1.987, -2.636, -2.913], [5.083, -6.072, -5.833], [3.333, -6.330, -5.744], [3.996, -4.948, -6.665], [1.118, -3.280, -2.764], [1.783, -1.892, -3.682], [2.214, -2.119, -1.981]]
}

{
  "formula": "C25H46O2P2W",
  "method": "ωB97M-V/def2-TZVPD",
  "energy_ev": -51145.13046,
  "total_charge": 2,
  "multiplicity": 3,
  "symbols": ["W", "C", "C", "C", "C", "C", "C", "H", "H", "H", "C", "H", "H", "H", "C", "H", "H", "H", "C", "H", "H", "H", "C", "H", "H", "H", "C", "C", "C", "C", "C", "C", "C", "C", "H", "H", "H", "H", "H", "H", "H", "H", "H", "H", "H", "H", "P", "C", "H", "H", "H", "C", "H", "H", "H", "C", "H", "H", "H", "P", "C", "H", "H", "H", "C", "H", "H", "H", "C", "H", "H", "H", "O", "C", "O", "H"],
  "coordinates": [[0.066, 1.755, -0.608], [-0.152, 1.444, 1.693], [1.064, 0.685, 1.781], [1.586, 2.621, 0.655], [0.295, 2.780, 1.270], [2.072, 1.325, 1.121], [-1.334, 1.159, 2.568], [-1.386, 0.095, 2.872], [-2.291, 1.514, 2.154], [-1.155, 1.741, 3.489], [-0.598, 3.908, 1.000], [-1.482, 3.890, 1.643], [-0.973, 3.794, -0.054], [-0.056, 4.861, 1.055], [2.323, 3.602, -0.197], [2.257, 4.584, 0.273], [1.860, 3.713, -1.194], [3.363, 3.261, -0.348], [3.480, 0.858, 1.213], [3.823, 0.755, 2.257], [4.146, 1.526, 0.671], [3.559, -0.123, 0.752], [1.250, -0.546, 2.616], [1.397, -0.342, 3.705], [2.157, -1.091, 2.337], [0.390, -1.203, 2.536], [-1.630, -2.237, -0.856], [-1.602, -1.911, 0.453], [-1.368, -2.858, 1.588], [-0.108, -3.680, 1.371], [1.054, -3.001, 0.643], [1.400, -3.064, -0.655], [0.459, -3.384, -1.780], [-1.061, -3.444, -1.479], [-2.224, -3.522, 1.852], [-0.369, -4.631, 0.883], [-1.251, -2.252, 2.514], [-1.326, -4.360, -0.947], [-1.775, -1.376, -1.527], [-1.606, -0.818, 0.663], [-1.532, -3.473, -2.469], [0.542, -2.597, -2.542], [2.444, -2.878, -0.984], [0.819, -4.306, -2.270], [0.265, -3.924, 2.382], [1.931, -3.027, 1.336], [-2.360, 1.467, -0.816], [-3.597, 2.826, -0.373], [-4.569, 2.682, -0.884], [-3.178, 3.806, -0.625], [-3.783, 2.792, 0.714], [-2.658, 1.265, -2.598], [-3.734, 1.393, -2.771], [-2.344, 0.268, -2.934], [-2.101, 2.017, -3.163], [-3.673, 0.199, -0.291], [-4.619, 0.437, -0.815], [-3.844, 0.199, 0.798], [-3.398, -0.834, -0.542], [1.430, 0.595, -2.311], [3.218, 0.493, -1.934], [3.791, 0.477, -2.873], [3.399, -0.438, -1.383], [3.538, 1.316, -1.303], [1.690, -0.827, -3.517], [2.427, -0.513, -4.283], [0.776, -1.191, -4.009], [2.157, -1.674, -2.989], [1.392, 1.969, -3.555], [1.962, 1.642, -4.439], [1.830, 2.889, -3.147], [0.351, 2.158, -3.846], [0.238, -3.508, 4.630], [-0.712, -2.818, 5.080], [-1.384, -1.866, 4.610], [-0.965, -3.040, 6.127]]
}

{
  "formula": "C25H47AsCsN3PS5",
  "method": "ωB97M-V/def2-TZVPD",
  "energy_ev": -156005.58022,
  "total_charge": 1,
  "symbols": ["Cs", "C", "C", "S", "C", "C", "S", "C", "C", "S", "C", "C", "S", "H", "H", "H", "H", "H", "H", "H", "H", "H", "H", "H", "H", "H", "H", "H", "H", "C", "N", "C", "N", "C", "N", "C", "P", "C", "C", "H", "H", "H", "H", "H", "H", "H", "H", "H", "H", "H", "H", "C", "As", "C", "C", "C", "C", "C", "C", "C", "C", "H", "H", "H", "H", "H", "H", "H", "H", "H", "H", "H", "H", "H", "C", "S", "C", "H", "H", "H", "H", "H", "H"],
  "coordinates": [[0.913, 0.568, -0.051], [-2.248, -2.645, -0.065], [-1.068, -3.589, -0.270], [0.248, -2.786, -1.223], [1.643, -3.904, -0.942], [2.156, -3.993, 0.492], [2.644, -2.365, 1.124], [2.672, -2.705, 2.907], [2.193, -1.533, 3.759], [0.592, -0.805, 3.316], [-0.404, -2.299, 3.085], [-1.822, -1.960, 2.642], [-1.977, -1.204, 0.998], [-2.572, -2.223, -1.019], [-3.093, -3.207, 0.336], [-0.679, -3.924, 0.690], [-1.408, -4.469, -0.819], [1.378, -4.902, -1.294], [2.429, -3.531, -1.601], [1.392, -4.406, 1.152], [3.010, -4.671, 0.513], [2.048, -3.581, 3.084], [3.684, -2.962, 3.218], [2.160, -1.859, 4.799], [2.897, -0.702, 3.702], [0.086, -2.915, 2.332], [-0.442, -2.848, 4.028], [-2.433, -2.865, 2.647], [-2.284, -1.261, 3.340], [-3.479, 3.882, 3.052], [-2.983, 2.701, 3.757], [-2.366, 3.136, 5.012], [-1.313, 4.134, 4.839], [-1.868, 5.269, 4.104], [-2.466, 4.906, 2.819], [-1.453, 4.447, 1.873], [-0.521, 2.934, 2.440], [-2.031, 1.957, 2.936], [-0.150, 3.570, 4.155], [-4.276, 4.324, 3.654], [-3.902, 3.571, 2.094], [-1.954, 2.267, 5.528], [-3.147, 3.573, 5.637], [-1.082, 6.008, 3.936], [-2.644, 5.724, 4.721], [-0.736, 5.252, 1.697], [-1.927, 4.216, 0.915], [-1.698, 1.075, 3.491], [-2.533, 1.605, 2.031], [0.631, 4.332, 4.085], [0.256, 2.751, 4.755], [0.166, 1.465, -5.335], [0.341, 0.353, -3.741], [-1.384, -0.558, -3.879], [1.546, -1.052, -4.456], [1.023, -1.810, -5.636], [1.277, -1.379, -6.935], [0.766, -2.071, -8.025], [-0.006, -3.206, -7.831], [-0.259, -3.650, -6.540], [0.252, -2.957, -5.453], [-0.120, 0.868, -6.200], [1.107, 1.975, -5.537], [-0.601, 2.218, -5.153], [-1.564, -0.905, -4.895], [-2.162, 0.144, -3.579], [-1.403, -1.409, -3.200], [1.741, -1.726, -3.620], [2.481, -0.542, -4.694], [1.892, -0.501, -7.097], [0.979, -1.725, -9.028], [-0.401, -3.748, -8.680], [-0.851, -4.542, -6.380], [0.056, -3.306, -4.444], [-2.321, 3.080, -2.342], [-2.271, 1.880, -0.999], [-4.024, 1.747, -0.607], [-2.727, 4.031, -2.001], [-2.914, 2.704, -3.175], [-1.295, 3.231, -2.676], [-4.584, 1.393, -1.471], [-4.422, 2.706, -0.278], [-4.117, 1.020, 0.198]]
}